# 1
The following is a DFT calculation (ωB97M-V with the def2-TZVPD basis set) of a cluster of 18 separate species, C36H74BBrCl36N5O9P2 in total.

Computed properties:
**Energy**: -604498.2832 eV
**HOMO energy**: -11.48 eV
**Charge**: +1
**Frontier orbital gap**: 7.66 eV

Cartesian coordinates (Å):
H (0.009, 8.639, -6.276)
C (-4.162, -2.250, 0.058)
C (2.584, 3.201, -0.323)
Cl (4.976, -14.002, 1.749)
H (-3.887, 5.493, -4.656)
O (1.138, 4.053, -4.678)
H (4.314, -12.551, 3.490)
O (4.187, -1.722, -0.065)
Cl (-0.706, 1.149, 6.910)
H (-7.950, 5.250, 0.939)
Cl (8.279, -0.343, 5.762)
O (-3.032, 2.810, -5.455)
C (-2.806, -5.750, 4.971)
H (-8.271, 2.964, -4.296)
C (-6.177, 5.828, -6.441)
H (-8.516, 1.165, 1.174)
O (-3.688, -1.022, 0.716)
C (2.429, 2.406, -1.787)
C (-4.810, -0.305, 1.385)
H (-1.126, -10.985, 0.396)
H (9.372, -0.008, 3.696)
H (-4.378, 0.572, -2.030)
C (10.870, 2.568, 5.905)
H (-0.329, -1.098, 7.533)
H (-5.853, 4.911, -5.943)
C (-3.627, 0.121, -2.828)
Cl (-5.039, 7.125, -6.058)
H (-0.832, 5.579, -5.097)
H (-3.657, -2.095, -3.444)
H (-7.521, 1.565, -5.116)
C (-0.232, -0.131, 8.033)
Cl (-1.669, -5.643, -0.090)
C (-0.466, -11.846, 0.522)
H (11.191, 0.596, 1.087)
H (0.924, -1.876, -1.918)
C (-2.485, -0.574, 4.555)
H (2.568, 0.305, -0.339)
Cl (-8.302, 1.020, -2.955)
C (-0.166, 6.616, 0.724)
C (13.517, -0.919, 3.068)
Cl (-0.857, 5.533, 1.938)
H (-7.496, 0.892, 2.616)
H (-5.843, -0.815, 1.646)
H (-5.032, 2.602, -1.569)
H (14.078, -0.640, 3.963)
Cl (-1.157, -12.929, 1.736)
O (-4.671, 0.998, 1.648)
Cl (-8.093, 3.017, 0.184)
H (3.693, 5.193, 0.049)
H (-2.487, -4.901, 5.581)
H (0.712, 9.790, -5.103)
Cl (-4.375, -12.155, 1.993)
H (-2.443, 0.224, 5.300)
Cl (1.470, 7.581, -4.752)
H (-3.915, 2.320, -5.607)
H (2.719, 2.329, 0.476)
N (-4.183, 3.690, -3.344)
H (3.237, -5.601, -1.115)
C (-4.992, -10.688, 1.224)
Cl (7.121, 0.537, 3.236)
H (-5.041, -2.705, 0.683)
C (1.539, 0.176, -0.935)
H (-5.635, 8.938, -2.726)
H (-5.198, 9.344, -1.041)
C (1.731, -4.302, -0.003)
H (-0.464, -7.286, 1.104)
H (3.399, 1.705, -1.807)
C (8.403, -0.410, 4.000)
H (10.614, 2.441, 6.960)
H (-0.077, 6.078, -0.223)
C (3.970, 4.099, -0.262)
H (7.168, -0.823, -1.124)
H (2.539, 3.089, -2.712)
H (-4.135, 0.151, -3.883)
C (4.570, -12.425, 2.436)
H (-3.269, -3.018, 0.003)
H (1.834, -0.693, -3.080)
Cl (13.595, 0.408, 1.902)
H (-5.273, -2.941, -1.817)
Cl (-6.312, 7.268, -1.200)
C (-2.219, 0.953, -2.706)
H (10.498, 0.666, -0.559)
C (10.288, 0.444, 0.490)
C (-7.520, 4.297, 1.260)
H (4.509, 4.016, -1.310)
Cl (-3.557, -1.852, 5.141)
H (-3.188, -6.545, 5.616)
C (-1.499, -7.177, 0.772)
Cl (11.845, -1.269, 3.522)
H (-6.430, 4.347, 1.205)
H (-6.082, -10.678, 1.299)
C (0.277, 8.795, -5.228)
B (-3.010, 2.947, -3.956)
C (0.001, 1.630, -2.199)
Br (5.292, 3.292, 1.064)
H (-0.377, -12.384, -0.425)
N (1.257, 1.486, -1.706)
Cl (1.134, -11.277, 1.013)
Cl (-1.182, 8.677, -4.237)
H (-3.276, 3.422, -1.277)
Cl (-6.011, 2.672, -3.678)
H (-2.166, -7.174, 1.638)
C (-3.485, -1.488, -2.436)
C (-4.108, 5.186, -3.548)
Cl (-4.348, -9.240, 2.006)
Cl (-9.798, 0.902, 3.140)
C (-8.407, 0.588, 2.096)
C (3.203, -4.457, -0.775)
Cl (-1.255, -0.123, 9.475)
H (1.214, -5.375, 0.063)
H (1.606, 5.914, -2.703)
H (5.016, -0.098, 1.043)
C (6.740, -1.102, -0.070)
C (-4.748, -1.939, -1.448)
Cl (-1.417, -6.362, 4.065)
Cl (9.025, 1.537, 1.068)
H (7.323, -0.431, 0.727)
H (1.838, -3.818, 1.073)
O (-0.957, 5.572, -4.083)
Cl (12.232, 3.688, 5.774)
C (1.833, -1.103, -1.959)
H (4.922, 0.222, -0.812)
H (1.617, 3.790, -0.020)
Cl (-0.851, -1.191, 4.281)
H (-5.154, 5.684, -3.268)
N (-1.842, 2.359, -3.218)
H (-7.171, 6.109, -6.086)
O (3.301, -3.666, -2.010)
N (-0.537, 2.831, -2.943)
O (1.022, 5.256, -2.190)
Cl (-7.999, 3.985, 2.933)
H (3.716, -12.011, 1.895)
Cl (-4.094, -5.223, 3.881)
H (4.106, -4.328, -0.032)
Cl (5.932, -11.305, 2.304)
Cl (-8.291, -1.129, 1.689)
Cl (9.783, -1.244, 0.631)
H (-2.879, -0.182, 3.615)
H (-3.314, 5.699, -2.818)
C (-7.610, 2.103, -4.170)
H (8.317, -1.451, 3.677)
H (0.971, -3.628, -0.604)
H (10.016, 2.982, 5.365)
C (-5.240, 8.546, -1.786)
H (-2.435, -1.761, -1.997)
C (-4.294, 3.497, -1.848)
H (-0.826, 7.477, 0.598)
H (6.904, -2.215, 0.250)
Cl (-3.606, 7.929, -2.060)
H (-4.695, -10.686, 0.172)
Cl (11.276, 0.990, 5.219)
P (0.134, 4.376, -3.455)
Cl (1.434, 7.185, 1.215)
P (3.526, -1.952, -1.659)
H (13.958, -1.813, 2.619)
H (-5.599, -1.128, -1.403)
H (-4.832, 4.472, -1.420)
O (4.550, -1.433, -2.793)
N (-0.976, 0.492, -2.003)
H (0.807, 0.026, 8.333)
C (5.172, -0.630, -0.015)
Cl (-1.916, -8.542, -0.271)
Cl (-6.250, 5.540, -8.184)
H (0.744, -0.055, -0.109)

Here are the Mulliken charges for atoms 1 to 4, given in e: number 1, H, carries 0.3089; number 2, C, carries -0.1853; number 3, C, carries -0.1455; number 4, Cl, carries -0.1472

***

# 2
The following is a DFT calculation (ωB97M-V with the def2-TZVPD basis set) of a cluster of 5 separate species, C36H74BrINO9S5 in total.

Computed properties:
**Energy**: -190756.5505 eV
**HOMO energy**: -10.26 eV
**Charge**: +1
**Frontier orbital gap**: 7.09 eV

Cartesian coordinates (Å):
H (-0.508, -0.036, 1.133)
C (0.575, 3.835, 2.646)
C (0.512, 6.436, 3.287)
H (1.111, 2.884, 2.633)
H (6.053, -3.664, 0.914)
H (2.767, -5.338, 4.988)
C (5.275, -2.989, 0.538)
H (1.127, -4.638, 5.143)
O (-8.375, 2.576, 0.075)
C (3.389, -1.915, -2.777)
H (4.274, -0.130, 2.565)
H (-6.809, -1.183, 0.645)
H (-5.219, 1.915, -2.616)
H (-4.704, 0.553, -1.630)
I (5.806, 2.603, 0.179)
H (4.142, 3.184, 3.266)
H (-3.508, 1.526, -2.559)
H (-3.724, -2.837, 0.489)
H (-6.300, 1.170, -0.015)
H (4.817, -2.880, -4.005)
H (6.695, -1.424, 0.450)
H (3.690, -3.695, 6.629)
H (3.510, -1.926, 6.529)
H (-3.036, -0.759, 1.518)
H (-0.982, -1.369, 2.982)
C (2.977, -1.413, -1.408)
C (3.436, -0.345, 0.652)
H (0.395, 4.168, 1.623)
H (-8.171, 4.220, 2.498)
C (-4.307, 1.773, 0.400)
H (2.969, 0.003, -5.656)
H (-0.429, 6.248, 3.804)
H (-6.626, 0.374, 2.472)
H (5.469, 0.052, 1.261)
O (0.464, 0.562, -2.552)
S (2.746, -2.982, 4.550)
C (0.578, -1.992, -1.977)
C (-9.664, 4.709, -0.802)
C (-0.265, -0.872, 0.486)
H (0.058, -2.935, 1.085)
H (1.725, 3.524, -5.745)
H (-1.540, -3.054, 2.868)
C (-2.981, -1.636, 2.169)
H (-9.511, 4.460, -1.850)
O (2.641, 1.591, -7.622)
C (3.499, -0.634, -3.692)
H (-9.704, 5.792, -0.688)
Br (1.521, 0.473, 2.612)
C (-4.421, 1.557, -1.958)
S (1.341, 2.301, -7.774)
H (2.024, 3.718, -9.547)
H (-5.149, -0.955, 0.162)
C (1.186, -0.899, 0.127)
C (3.035, -2.882, 6.318)
H (2.061, -4.688, -1.339)
H (0.906, -2.877, -2.517)
H (5.574, -2.055, -2.700)
H (0.675, 2.108, -5.501)
H (-9.857, 4.122, 1.932)
C (3.102, -0.959, -5.141)
H (-1.487, -2.645, 0.302)
C (-5.367, -2.346, 1.795)
C (-3.888, -2.713, 1.562)
H (-3.806, 2.453, 1.095)
H (-8.943, 5.654, 1.783)
H (4.751, -3.637, -2.446)
C (2.048, -4.638, 4.562)
O (-4.306, 2.442, -0.858)
C (1.646, -1.424, -1.067)
C (4.457, 0.277, 1.572)
H (0.337, 6.605, 2.225)
H (1.828, -4.922, 3.534)
H (-0.371, 3.719, 3.177)
H (2.719, 0.043, -3.332)
H (3.812, -1.622, -5.632)
C (3.224, -4.161, 0.440)
N (3.828, -0.896, -0.509)
H (0.334, -0.909, -4.353)
C (1.685, 3.894, -8.528)
H (6.575, -2.346, -1.007)
C (2.118, -0.339, 0.988)
H (3.360, 2.185, 1.329)
H (2.465, 4.407, -7.965)
H (-3.677, 0.876, 0.304)
H (0.007, 3.576, -6.247)
H (-6.174, 2.310, 1.328)
H (-3.702, -3.662, 2.078)
O (-1.480, -0.733, -3.018)
C (4.352, 1.835, 1.593)
C (4.778, 2.344, 2.993)
C (5.971, -1.890, -0.224)
C (4.716, -2.669, -2.935)
H (-10.590, 4.254, -0.450)
H (-5.530, -2.259, 2.873)
H (5.819, 2.655, 2.998)
H (4.676, 1.565, 3.752)
C (2.384, -5.114, -0.387)
H (-3.377, -1.348, 3.146)
O (5.162, -0.826, -0.795)
H (-6.006, -3.159, 1.440)
C (-8.879, 4.567, 1.747)
H (-0.295, -2.294, -1.409)
H (3.550, -4.675, 1.344)
S (-8.274, 4.056, 0.132)
H (2.633, -2.530, -3.245)
H (4.482, -0.174, -3.626)
C (-5.743, 0.230, 1.846)
C (-0.786, -2.239, 1.036)
C (-5.798, -1.069, 1.039)
H (2.850, -6.089, -0.522)
H (-4.865, 0.310, 2.492)
H (2.599, -3.288, 0.674)
H (2.139, -1.480, -5.162)
O (4.082, -3.061, 3.891)
O (2.800, 5.258, 2.648)
S (-0.052, -0.671, -3.069)
H (2.081, -2.940, 6.843)
H (0.773, 4.491, -8.545)
H (-0.811, -0.666, -0.437)
H (1.470, -5.299, 0.190)
S (1.607, 5.029, 3.505)
C (-1.536, -2.082, 2.365)
H (4.746, -2.648, 1.431)
C (-5.722, 1.436, 0.868)
O (4.377, -3.742, -0.278)
H (0.996, 7.309, 3.721)
C (0.894, 2.949, -6.156)

Here are the Mulliken charges for atoms 1 to 4, given in e: number 1, H, carries 1.4526; number 2, C, carries -0.1474; number 3, C, carries -0.9743; number 4, H, carries -0.6888